No. 1
ORCA calculation (wB97M-V/def2-TZVPD) on a molecular structure, C3OZn at a distorted geometry.

CARTESIAN COORDINATES (ANGSTROEM)
1 C -1.58 0.98 -0.02
2 C -0.38 -0.39 -0.03
3 O -1.70 -0.39 0.00
4 C 0.85 -0.25 0.03
5 Zn 2.81 0.05 0.02

## Properties
energy relative to the best compared isomer or geometry (same formula, charge and spin) = 13.8 kcal per mole
HOMO-LUMO gap (alpha / beta) = 0.1255 / 0.2369 hartree
energy = -1968.2456 hartree
total charge = +1
2S+1 = 2
LUMO level (alpha / beta) = -0.3108 / -0.3094 Ha



No. 2
ORCA calculation (wB97M-V/def2-TZVPD) on 7 unconnected molecules or ions with the total composition H14O7 at a distorted geometry.

CARTESIAN COORDINATES (ANGSTROEM)
1 O 0.56 -1.40 0.33
2 H 1.23 -1.99 -0.04
3 H -0.21 -1.97 0.43
4 O 1.67 1.49 -1.55
5 H 0.94 0.90 -1.36
6 H 2.03 1.71 -0.68
7 O 2.80 1.31 2.73
8 H 2.24 1.35 1.95
9 H 3.37 0.55 2.57
10 O -1.59 -2.64 -1.46
11 H -2.32 -2.05 -1.65
12 H -0.87 -2.05 -1.21
13 O -3.72 -0.42 -0.41
14 H -3.05 -1.11 -0.38
15 H -3.41 0.18 -1.10
16 O 0.74 2.25 3.56
17 H 0.36 1.78 2.81
18 H 1.58 1.81 3.71
19 O -0.70 -0.04 -2.39
20 H -0.81 -0.53 -3.21
21 H -0.86 0.88 -2.64

## Properties
energy relative to the best compared isomer or geometry (same formula, charge and spin) = 52.4 kcal per mole
HOMO-LUMO gap = 0.3920 hartree
energy = -535.0403 hartree
total charge = 0
2S+1 = 1
SMILES = O.O.O.O.O.O.O
LUMO level = -0.0043 Ha



No. 3
ORCA calculation (wB97M-V/def2-TZVPD) on a molecular structure, C44H36OP2SnTe.

CARTESIAN COORDINATES (ANGSTROEM)
1 Sn -0.40 1.10 1.00
2 O 1.44 0.64 -1.79
3 C 0.83 0.78 -3.02
4 C 1.29 0.20 -4.19
5 C 0.58 0.40 -5.36
6 C -0.59 1.16 -5.37
7 C -1.07 1.68 -4.18
8 C -0.37 1.49 -2.99
9 P -1.09 1.99 -1.42
10 C -2.88 1.86 -1.64
11 C -3.41 0.57 -1.80
12 C -4.76 0.40 -2.04
13 C -5.60 1.51 -2.12
14 C -5.07 2.79 -1.97
15 C -3.71 2.97 -1.74
16 C -0.67 3.73 -1.15
17 C 0.29 4.35 -1.94
18 C 0.67 5.66 -1.66
19 C 0.10 6.34 -0.59
20 C -0.86 5.72 0.20
21 C -1.24 4.41 -0.07
22 C 2.79 0.44 -1.59
23 C 3.78 0.82 -2.48
24 C 5.10 0.52 -2.17
25 C 5.43 -0.15 -0.99
26 C 4.44 -0.47 -0.09
27 C 3.10 -0.16 -0.37
28 P 1.85 -0.38 0.90
29 C 2.48 0.50 2.36
30 C 3.33 1.60 2.21
31 C 3.66 2.37 3.32
32 C 3.15 2.06 4.57
33 C 2.29 0.98 4.72
34 C 1.94 0.21 3.62
35 C 1.75 -2.13 1.34
36 C 0.88 -2.92 0.60
37 C 0.78 -4.28 0.85
38 C 1.56 -4.85 1.85
39 C 2.45 -4.06 2.58
40 C 2.55 -2.70 2.33
41 H 2.18 -0.42 -4.19
42 H 0.94 -0.05 -6.28
43 H -1.12 1.33 -6.30
44 H -2.01 2.22 -4.17
45 H -2.75 -0.29 -1.78
46 H -5.17 -0.59 -2.18
47 H -6.65 1.38 -2.31
48 H -5.72 3.65 -2.04
49 H -3.31 3.97 -1.64
50 H 0.73 3.83 -2.78
51 H 1.41 6.15 -2.28
52 H 0.39 7.36 -0.38
53 H -1.31 6.25 1.03
54 H -1.99 3.94 0.55
55 H 3.55 1.34 -3.39
56 H 5.88 0.81 -2.86
57 H 6.46 -0.39 -0.78
58 H 4.69 -0.94 0.85
59 H 3.74 1.84 1.24
60 H 4.34 3.21 3.20
61 H 3.42 2.66 5.43
62 H 1.89 0.73 5.69
63 H 1.28 -0.64 3.75
64 H 0.30 -2.47 -0.20
65 H 0.10 -4.90 0.28
66 H 1.48 -5.91 2.06
67 H 3.06 -4.51 3.35
68 H 3.23 -2.10 2.91
69 C -2.74 -2.65 0.14
70 Te -2.64 -0.82 1.24
71 C -1.74 -2.02 2.76
72 C -2.35 -3.38 2.51
73 C -2.43 -4.33 3.52
74 C -3.01 -5.57 3.27
75 C -3.52 -5.86 2.01
76 C -3.44 -4.92 1.00
77 C -2.85 -3.68 1.24
78 H -1.83 -2.75 -0.44
79 H -3.59 -2.63 -0.53
80 H -1.98 -1.62 3.74
81 H -0.67 -2.01 2.60
82 H -2.06 -4.10 4.51
83 H -3.08 -6.29 4.07
84 H -3.99 -6.81 1.83
85 H -3.85 -5.14 0.02

## Properties
energy relative to the best compared isomer or geometry (same formula, charge and spin) = 9.9 kcal per mole
HOMO-LUMO gap = 0.2806 hartree
energy = -2938.0788 hartree
total charge = +2
2S+1 = 1
LUMO level = -0.2155 Ha